Record 1
Below is a structure of composition C25H22BiF3N2O5SSe3Te at a distorted geometry, with properties calculated with the ωB97M-V functional and the def2-TZVPD basis.

As for the HOMO-LUMO gap: 5.6 eV. The HOMO energy comes out at -1.7 eV. The molar mass comes out at 1092.98 g mol⁻¹. The maximum force is 1.10 eV/Å. Its electronic energy is -9836.3576 hartree. Its charge is -2.

Positions of all 63 atoms, in Å:
Bi (0.3286, -0.0569, 1.5670)
Te (4.8900, 0.8899, 2.7844)
Se (3.1278, -2.3340, 3.9358)
Se (1.4464, -0.8608, 3.9249)
Se (2.4186, 1.1748, 2.9058)
S (-1.7111, -2.7507, -2.0402)
F (-4.1743, 2.0973, 3.9520)
F (-2.9066, 1.4859, 5.5951)
F (-3.4718, 0.0475, 4.0747)
O (-0.7583, 1.3514, 3.9716)
O (-0.5894, -2.5174, 2.4586)
O (-1.3986, -4.4585, 3.0087)
O (-2.0948, 2.1271, 2.2883)
O (-1.7418, -3.7031, 0.9932)
N (-1.2984, -0.9588, -0.2514)
N (-1.2525, -3.5763, 2.1467)
C (3.9723, 0.7064, -0.9474)
C (1.2948, 2.6716, -0.6385)
C (-0.6793, -1.8498, -0.9518)
C (1.9136, 1.9571, -1.6729)
C (-3.0926, -1.9213, -1.4064)
C (1.3852, -3.1048, -1.5647)
C (-1.8439, 1.6621, 3.4272)
C (-3.1063, 1.3296, 4.2764)
C (1.0970, 1.2754, -2.5749)
C (3.4165, -2.8007, -0.3246)
C (-5.3685, -1.3374, -1.0144)
C (2.8113, -1.8071, 0.4359)
C (1.4813, -1.4557, 0.2230)
C (-2.6788, -1.0046, -0.4345)
C (3.4253, 1.8478, -1.8169)
C (-3.6178, -0.2500, 0.2657)
C (-0.2880, 1.3574, -2.5032)
C (-4.4410, -2.0926, -1.7135)
C (2.7082, -3.4448, -1.3308)
C (-4.9572, -0.4296, -0.0288)
C (4.1383, 3.1612, -1.4861)
C (0.7648, -2.1250, -0.7894)
C (-2.3958, 2.3329, -1.4946)
C (-0.9002, 2.1161, -1.5137)
C (-0.0982, 2.7312, -0.5550)
H (4.1077, 3.3598, -0.4095)
H (5.1946, 3.0940, -1.7721)
H (-6.4251, -1.4623, -1.2267)
H (1.5622, 0.6591, -3.3424)
H (-5.7012, 0.1386, 0.5198)
H (1.8972, 3.1667, 0.1158)
H (3.6209, 1.6035, -2.8652)
H (4.4454, -3.0787, -0.1155)
H (-4.7563, -2.8125, -2.4633)
H (3.6477, 0.8240, 0.0894)
H (-0.5823, 3.2563, 0.2643)
H (3.3897, -1.3079, 1.2083)
H (3.6143, -0.2637, -1.3020)
H (-0.9025, 0.8183, -3.2218)
H (-3.2880, 0.4577, 1.0248)
H (3.6886, 4.0088, -2.0120)
H (5.0687, 0.6969, -0.9405)
H (-2.9276, 1.5229, -1.9979)
H (-2.6429, 3.2681, -2.0068)
H (-2.7648, 2.4068, -0.4690)
H (0.8213, -3.6124, -2.3425)
H (3.1776, -4.2265, -1.9166)

Record 2
Below is a cluster of 8 separate species, C45H107N7O9 in total at a distorted geometry, with properties calculated with the ωB97M-V functional and the def2-TZVPD basis.

As for the HOMO-LUMO gap: 7.9 eV. The HOMO energy comes out at -7.5 eV. The molar mass comes out at 890.39 g mol⁻¹. The energy above the lowest of the compared OMol25 structures with the same formula, charge and spin is 0.0 kcal/mol. The maximum force is 3.08 eV/Å. Its electronic energy is -2838.9476 hartree.

Positions of all 168 atoms, in Å:
O (3.1033, -4.8142, 1.7785)
O (1.7183, 0.9192, -0.5740)
O (2.7024, 5.8356, -1.2536)
O (-5.2468, -1.9186, 0.8871)
O (2.8783, -2.0224, 0.6262)
O (-4.9364, -0.1543, 2.9222)
O (-1.7174, 1.8074, -3.5509)
O (-1.1234, -0.5354, -2.3272)
O (2.4315, -4.9162, -3.0949)
N (6.3658, -6.4004, 3.0560)
N (3.1605, -0.8508, 1.3323)
N (-1.1679, -4.9196, -3.6930)
N (-4.5491, 1.2079, 2.4163)
N (-2.6614, -2.6990, -1.6811)
N (-2.3483, 2.9926, -3.1493)
N (5.0403, 5.0780, -4.0126)
C (4.8172, -0.2890, -0.3564)
C (1.0938, -4.5294, -3.0883)
C (-3.5717, 4.9701, -1.4559)
C (-5.2464, 3.5795, 2.3326)
C (1.0227, 0.2901, -1.6858)
C (-6.7394, 1.7798, 1.8140)
C (3.2260, -3.7914, -2.7312)
C (0.6296, -6.1770, -4.8062)
C (-4.4570, 3.9518, -2.2616)
C (-2.9178, 2.9518, 2.5395)
C (-2.9832, 1.3291, 4.4311)
C (4.3540, 0.8210, 3.2806)
C (2.9506, 4.9545, -0.1878)
C (-3.4984, -3.0835, -0.5026)
C (-2.1924, 0.6080, 2.2126)
C (-0.8702, 3.6415, -1.1578)
C (-2.5687, -3.4738, 0.6814)
C (-3.6881, 2.6871, -2.6386)
C (2.3186, -5.5990, 0.9519)
C (-6.0685, -3.0728, 1.0392)
C (-3.1528, 1.5378, 2.9407)
C (5.3531, 6.5487, -2.0858)
C (-5.6463, 2.1481, 2.7763)
C (2.8665, 0.4576, 3.3156)
C (5.6488, -1.6466, 1.5653)
C (3.1697, -1.9990, 3.6806)
C (-0.4022, 4.5362, -3.5210)
C (5.5979, -6.2718, 0.7702)
C (4.0308, -5.4615, 2.6777)
C (-4.5110, 2.0517, -3.7556)
C (1.1395, -1.1233, 2.6552)
C (5.4647, -5.6771, 2.1354)
C (4.6610, -0.5673, 1.1393)
C (-0.2339, -0.3693, -1.2170)
C (-6.2258, 2.1904, 4.2172)
C (2.6316, -0.8856, 2.7452)
C (-3.9301, 3.9421, 3.0029)
C (-1.4956, 4.0194, -2.5442)
C (4.7295, 5.2806, -2.6069)
C (3.2166, 5.3829, -2.5214)
C (-2.3467, 5.2769, -2.2766)
C (0.1233, -5.6002, -3.5026)
C (-3.6589, 1.5770, -1.4713)
C (-4.4648, -1.9452, -0.3156)
C (4.9835, 0.7014, 1.9184)
H (0.9422, -3.7035, -3.7960)
H (5.7210, -1.6499, 2.6442)
H (-4.5252, 2.7639, -4.5741)
H (-7.5335, 2.4803, 2.1049)
H (-1.6444, 1.2478, -2.7578)
H (6.2035, -7.3574, 3.1944)
H (-6.4371, -3.2616, 0.0342)
H (6.6292, -6.5472, 0.5395)
H (-3.5752, 4.9167, 2.7353)
H (-3.0700, 0.2630, 4.6954)
H (0.0157, 5.3761, -2.9556)
H (-2.2487, -4.4778, 0.4758)
H (0.3205, 3.6949, -3.6290)
H (6.6024, -1.3080, 1.1726)
H (-1.8987, 3.2954, 2.9589)
H (-4.0996, -3.9373, -0.8728)
H (-4.9624, -0.6370, 2.0943)
H (-6.0693, 4.3021, 2.5478)
H (-4.0501, 1.2044, -4.2515)
H (4.7785, 7.4167, -2.4416)
H (-6.3338, 1.1511, 4.4476)
H (5.1446, -5.6326, 0.0025)
H (0.0627, -6.4097, -2.7619)
H (4.9829, -7.1424, 0.6613)
H (1.7040, -0.3920, -2.2270)
H (5.0672, 4.4089, -1.9789)
H (0.6973, -0.9115, 3.6508)
H (-6.3727, 1.8283, 0.7956)
H (4.6397, 1.8629, 3.5857)
H (6.4774, -5.8915, 3.9101)
H (4.0566, -4.8586, 3.6064)
H (3.1051, -2.8192, 1.1672)
H (2.2680, 1.1905, 2.7585)
H (2.6460, -1.9323, 4.6309)
H (6.0418, 0.8123, 1.9775)
H (-0.4121, 4.5189, -0.7794)
H (-1.7307, -2.7521, 0.7735)
H (0.7291, -0.5396, 1.8150)
H (-7.1738, 2.6982, 4.3388)
H (4.7193, 4.1874, -4.3881)
H (3.1506, -2.9200, -3.4384)
H (2.9268, 6.0546, -3.2994)
H (-0.1152, 2.8386, -1.2134)
H (-2.1592, -3.4792, -2.0668)
H (-7.0271, 0.7079, 1.9960)
H (1.8740, -6.4192, 1.5254)
H (0.7259, -5.3922, -5.5241)
H (2.6832, 3.8865, -0.3721)
H (-4.7349, 4.3913, -3.2056)
H (-1.6652, 3.2291, -0.5152)
H (-5.5443, 2.6615, 4.9710)
H (0.8520, -2.1766, 2.5694)
H (-4.0478, 3.9513, 4.0898)
H (4.2205, -1.9065, 4.0390)
H (5.8666, -4.6398, 2.0222)
H (-6.8534, -2.8163, 1.7206)
H (2.9920, -2.9753, 3.3063)
H (-2.0105, 1.6625, 4.7194)
H (2.1691, 0.2528, -0.0565)
H (5.8981, -0.1325, -0.6184)
H (-4.1996, 5.8579, -1.3464)
H (-5.3465, 3.6348, -1.7428)
H (4.8929, 0.1314, 3.9414)
H (-0.0533, -1.2779, -0.7055)
H (3.6464, -6.4964, 2.9424)
H (4.5256, 1.4891, 1.3107)
H (-5.0801, 3.6507, 1.2602)
H (-1.7932, -1.2026, -2.1373)
H (2.8053, -6.0462, 0.1051)
H (-3.0643, -3.4941, 1.6652)
H (6.0661, 5.1015, -4.1936)
H (-2.7568, 5.6243, -3.2286)
H (-3.3304, 4.5751, -0.4572)
H (-0.8661, 4.8397, -4.4519)
H (-3.0529, 1.9746, -0.6937)
H (5.4524, -2.6474, 1.2323)
H (-0.0714, -6.9831, -5.1554)
H (-4.6577, 1.4362, -1.1460)
H (-2.7872, 2.9966, 1.4552)
H (-3.1537, 0.6368, -1.7626)
H (4.3830, -1.0925, -0.9206)
H (4.2738, 0.6229, -0.6373)
H (-1.7703, 6.1665, -1.9280)
H (-2.4911, -0.4393, 2.4138)
H (2.3071, 5.2636, 0.6694)
H (0.9044, -4.1306, -2.1140)
H (-3.3045, -2.3944, -2.4611)
H (-0.8119, 0.3151, -0.5192)
H (1.4971, -5.0115, 0.5595)
H (-2.2570, 0.7604, 1.1065)
H (-5.5284, 1.7519, -3.4554)
H (0.7687, 1.0571, -2.4059)
H (5.3210, 6.6257, -0.9713)
H (2.9190, -3.3615, -1.7573)
H (-1.8596, -5.6407, -3.8457)
H (6.4147, 6.5826, -2.2951)
H (-1.1938, 0.8592, 2.5790)
H (-5.5140, -3.9504, 1.3797)
H (-1.1499, -4.3446, -4.5532)
H (2.8261, 4.3848, -2.8088)
H (-3.7525, 1.8739, 4.9560)
H (1.5849, -6.6095, -4.6766)
H (4.1961, -4.2191, -2.7153)
H (3.9928, 5.1184, 0.2078)
H (-3.9129, -0.9771, -0.2579)
H (-5.0955, -1.9784, -1.1831)
H (2.6491, 0.4673, 4.3735)

Record 3
Below is a structure of composition C4H5AgF4NO2S at a distorted geometry, with properties calculated with the ωB97M-V functional and the def2-TZVPD basis.

As for the HOMO-LUMO gap (alpha / beta): 5.9 / 5.0 eV. The HOMO energy (alpha / beta) comes out at -17.7 / -17.7 eV. The molar mass comes out at 315.02 g mol⁻¹. The energy above the lowest of the compared OMol25 structures with the same formula, charge and spin is 155.5 kcal/mol. The spin multiplicity is 2. The maximum force is 7.25 eV/Å. Its electronic energy is -1304.1891 hartree. Its charge is +2.

Positions of all 18 atoms, in Å:
Ag (-2.2096, -0.3743, -3.3457)
S (-1.5054, -1.4669, 1.4350)
F (2.5011, 2.3043, -1.1569)
F (-0.8115, 1.0392, -2.3648)
F (-1.9674, -2.5800, 2.7018)
F (-0.2247, 3.5649, -1.8750)
O (-2.1734, -1.8290, 0.0858)
O (-2.0467, -0.0665, 1.8606)
N (0.2411, -1.4619, 1.4138)
C (0.0149, 2.0843, -1.6997)
C (1.0850, 0.7575, 0.5117)
C (0.8150, -0.8419, 0.1590)
C (1.1598, 1.7167, -0.8184)
H (1.8857, -1.3132, -0.0235)
H (0.1870, -1.0124, -0.8140)
H (0.6583, -2.3941, 1.6364)
H (0.2357, 1.0934, 1.2592)
H (2.1552, 0.7800, 1.0350)

Record 4
Below is an isolated molecule of C2HNO at a distorted geometry, with properties calculated with the ωB97M-V functional and the def2-TZVPD basis.

As for the HOMO-LUMO gap: 10.9 eV. The HOMO energy comes out at -11.7 eV. The molar mass comes out at 55.04 g mol⁻¹. The energy above the lowest of the compared OMol25 structures with the same formula, charge and spin is 5.9 kcal/mol. The maximum force is 1.17 eV/Å. Its electronic energy is -206.7635 hartree.

Positions of all 5 atoms, in Å:
O (-1.2505, -0.9849, -0.2590)
N (2.0239, 0.0037, 0.1502)
C (0.8703, -0.0271, 0.0652)
C (-0.6020, 0.0028, -0.0425)
H (-1.0417, 1.0055, 0.0861)

Record 5
Below is a structure of composition C28H19BrCl2N2O8Os, with properties calculated with the ωB97M-V functional and the def2-TZVPD basis.

As for the HOMO-LUMO gap (alpha / beta): 6.4 / 4.7 eV. The HOMO energy (alpha / beta) comes out at -13.3 / -13.3 eV. The molar mass comes out at 852.51 g mol⁻¹. The energy above the lowest of the compared OMol25 structures with the same formula, charge and spin is 2.0 kcal/mol. The spin multiplicity is 5. The maximum force is 0.97 eV/Å. Its electronic energy is -5374.3753 hartree. Its charge is +2.

Positions of all 61 atoms, in Å:
Os (-0.0237, 0.1005, 0.5962)
Br (-6.5740, -2.9586, 3.4202)
Cl (-0.9187, -1.7648, 5.0351)
Cl (2.6961, 0.4289, 8.4715)
O (0.1435, -3.5427, 2.2195)
O (-0.2280, -1.7168, 1.0151)
O (2.3019, 0.4023, 0.2722)
O (-1.7229, 0.4688, -0.6182)
O (0.7986, 0.4854, 2.4665)
O (-2.9643, 2.1448, -1.4162)
O (3.8459, 1.9556, 0.3125)
O (-1.1804, 1.3863, 2.3229)
N (0.0989, 0.2556, 7.1984)
N (0.3154, 1.9658, -0.2018)
C (2.3005, -0.6614, 7.1955)
C (-0.6712, 3.9053, -1.1841)
C (2.6037, 1.5748, 0.1661)
C (-2.6654, -3.9630, 2.5463)
C (1.6637, 3.8652, -0.6218)
C (-4.7670, -2.8783, 2.9039)
C (-2.8933, -1.5993, 2.1444)
C (-1.2531, 1.2622, 5.3947)
C (-3.9982, -4.0351, 2.9075)
C (-3.4195, 1.2535, 7.1980)
C (1.6597, -2.4189, 5.1487)
C (1.5205, 2.5539, -0.1957)
C (-1.1134, 0.7665, 6.7050)
C (0.5521, 4.5565, -1.0878)
C (2.9431, -2.3882, 5.6757)
C (-4.2204, -1.6572, 2.5290)
C (-2.5095, 1.7096, 5.0124)
C (0.6841, -1.5739, 5.6406)
C (-0.0342, 1.3857, 4.5026)
C (3.2603, -1.5196, 6.7141)
C (-2.1079, -2.7471, 2.1550)
C (-0.6524, -2.7330, 1.8514)
C (-0.7417, 2.5991, -0.7395)
C (-1.8767, 1.6667, -0.9087)
C (-3.5854, 1.6895, 5.8917)
C (-2.1816, 0.8000, 7.6047)
C (0.9825, -0.6376, 6.6623)
C (-0.1971, 1.0919, 3.0339)
H (0.6511, 5.5805, -1.4208)
H (4.2522, -1.5036, 7.1429)
H (0.3641, 2.4038, 4.5890)
H (2.6304, 4.3517, -0.6224)
H (-1.5406, 4.3834, -1.6138)
H (-2.0348, 0.4268, 8.6105)
H (-4.4395, -4.9790, 3.1947)
H (-4.5536, 2.0366, 5.5568)
H (3.9916, 2.9044, 0.2094)
H (0.7712, 0.7280, 4.8199)
H (-4.2496, 1.2587, 7.8904)
H (-3.6386, 1.4522, -1.5434)
H (-4.8323, -0.7659, 2.5440)
H (0.3463, 0.5648, 8.1318)
H (-2.6502, 2.0986, 4.0170)
H (-2.4731, -0.6409, 1.8740)
H (1.3984, -3.1137, 4.3622)
H (-2.0454, -4.8492, 2.5622)
H (3.6972, -3.0580, 5.2865)